# C15H16As2O5Ti

A molecular structure, C15H16As2O5Ti (the ωB97M-V functional and the def2-TZVPD basis, the Open Molecules 2025 dataset).

CARTESIAN COORDINATES (ANGSTROEM)
Ti: 1.24 0.54 0.74
C: 0.52 1.05 -2.30
As: 0.67 -0.73 -1.47
C: 2.06 -1.52 -2.57
C: -1.05 -1.58 -1.46
C: -1.48 -2.44 -2.46
C: -2.80 -2.73 -2.49
C: -3.70 -2.23 -1.55
C: -3.25 -1.44 -0.51
C: -1.91 -1.18 -0.43
As: -1.41 0.12 0.79
C: -1.79 -0.65 2.55
C: -2.67 1.54 0.54
H: -0.32 0.87 -2.82
H: 1.39 1.41 -2.86
H: 0.18 1.77 -1.56
H: 1.78 -2.55 -2.77
H: 3.00 -1.63 -2.04
H: 2.12 -1.06 -3.56
H: -0.77 -2.90 -3.21
H: -3.18 -3.39 -3.26
H: -4.70 -2.57 -1.49
H: -3.88 -1.09 0.22
H: -2.86 -0.86 2.55
H: -1.56 0.00 3.41
H: -1.18 -1.62 2.62
H: -2.77 2.04 1.46
H: -3.60 1.01 0.32
H: -2.51 2.21 -0.30
O: 4.72 3.39 4.15
C: 4.12 2.79 3.32
C: 3.53 1.25 3.52
O: 3.43 0.63 4.52
C: 2.96 0.85 2.17
C: 3.07 1.91 1.33
O: 2.53 1.71 0.07
C: 3.73 3.20 1.85
O: 3.92 4.23 1.23
O: 2.44 -0.36 1.73

Its frontier orbital gap is 6.2 eV. The charge is +2.

***

# C2H4N2S2

A single C2H4N2S2 molecule (the ωB97M-V functional and the def2-TZVPD basis, the Open Molecules 2025 dataset).

CARTESIAN COORDINATES (ANGSTROEM)
C: 0.32 1.18 -0.27
C: 0.03 -0.32 0.10
H: 1.56 2.20 -1.51
H: 1.92 0.51 -1.47
H: -1.29 1.81 0.63
H: -1.95 0.08 -1.03
N: 1.34 1.28 -1.18
N: -0.43 2.08 0.18
S: -1.64 -0.80 -0.10
S: 1.10 -1.28 0.82

Its frontier orbital gap is 8.3 eV. Its SMILES is [H]/N=C(/N)C(=S)S. The calculation puts the relative energy (zero: lowest compared OMol25 entry of this formula, charge and spin) at 117.4 kJ/mol. The charge is 0.

***

# C9H9IO

A single C9H9IO molecule (the ωB97M-V functional and the def2-TZVPD basis, the Open Molecules 2025 dataset).

CARTESIAN COORDINATES (ANGSTROEM)
C: 1.79 2.01 -0.42
C: 0.94 2.52 0.53
C: 1.55 0.75 -0.89
C: -0.24 1.89 0.89
C: 0.45 0.00 -0.47
C: -0.50 0.56 0.46
C: 0.04 -1.34 -1.03
C: -1.54 -0.40 0.80
C: -0.76 -2.20 -0.06
O: -0.36 -3.10 0.90
I: -3.39 0.06 -0.20
H: 2.67 2.40 -0.77
H: 1.18 3.50 1.01
H: 2.21 0.36 -1.50
H: -0.97 2.22 1.57
H: -0.67 -1.21 -1.92
H: 0.91 -2.00 -1.48
H: -1.88 -0.63 1.73
H: -1.69 -2.77 -0.55
H: 0.26 -2.62 1.40

Its frontier orbital gap is 8.8 eV. The calculation puts the relative energy (zero: lowest compared OMol25 entry of this formula, charge and spin) at 146.8 kJ/mol. The charge is 0.

***

# C15H12BrN3S

A single C15H12BrN3S molecule (the ωB97M-V functional and the def2-TZVPD basis, the Open Molecules 2025 dataset).

CARTESIAN COORDINATES (ANGSTROEM)
S: 1.02 0.04 2.90
Br: -5.15 -1.33 5.28
N: 1.45 0.40 0.37
C: 0.53 0.02 1.34
C: 1.17 0.21 -0.89
C: 3.86 1.36 -4.03
C: 2.84 0.44 -4.26
C: 4.01 1.86 -2.73
C: -2.62 -1.93 3.89
C: -3.92 -0.12 2.97
C: 1.97 0.05 -3.22
C: 3.15 1.51 -1.67
C: -1.65 -1.73 2.89
C: -2.91 0.10 1.96
C: -3.75 -1.12 3.94
C: 2.09 0.63 -1.94
C: -1.76 -0.70 1.96
N: -0.06 -0.33 -1.22
N: -0.75 -0.45 1.01
C: -1.19 -0.17 -0.34
H: 4.56 1.60 -4.83
H: 2.69 -0.01 -5.25
H: 4.82 2.53 -2.50
H: -2.50 -2.72 4.63
H: -4.79 0.48 2.94
H: 1.24 -0.73 -3.45
H: 3.32 1.90 -0.64
H: -0.77 -2.39 2.83
H: -3.06 0.91 1.26
H: -0.26 -0.36 -2.19
H: -2.02 -0.81 -0.61
H: -1.57 0.86 -0.40

Its frontier orbital gap is 7.4 eV. Its SMILES is S=C1N=C(c2ccccc2)NCN1c1ccc(Br)cc1. The calculation puts the relative energy (zero: lowest compared OMol25 entry of this formula, charge and spin) at 0.0 kJ/mol. The charge is 0.

***

# C22H24IrN5OS

A molecular structure, C22H24IrN5OS (the ωB97M-V functional and the def2-TZVPD basis, the Open Molecules 2025 dataset).

CARTESIAN COORDINATES (ANGSTROEM)
Ir: 0.02 -0.06 0.70
C: 4.30 -0.24 -0.47
C: 2.95 -0.57 -0.33
N: 1.99 0.34 -0.21
C: 2.31 1.66 -0.27
C: 3.66 2.07 -0.40
C: 4.65 1.08 -0.48
C: 3.95 3.45 -0.51
C: 2.93 4.37 -0.54
C: 1.60 3.97 -0.44
C: 1.24 2.63 -0.26
N: 0.00 2.09 -0.09
C: -1.24 2.62 -0.24
C: -1.62 3.96 -0.44
C: -2.96 4.34 -0.56
C: -3.97 3.42 -0.50
C: -3.66 2.05 -0.36
C: -4.65 1.04 -0.39
C: -4.29 -0.28 -0.31
C: -2.93 -0.59 -0.16
N: -1.99 0.34 -0.10
C: -2.31 1.65 -0.22
H: 5.03 -1.03 -0.58
H: 2.63 -1.60 -0.32
H: 5.69 1.38 -0.56
H: 4.99 3.77 -0.58
H: 3.16 5.42 -0.66
H: 0.86 4.75 -0.49
H: -0.89 4.74 -0.50
H: -3.19 5.39 -0.69
H: -5.00 3.72 -0.59
H: -5.69 1.33 -0.47
H: -5.02 -1.07 -0.36
H: -2.61 -1.61 -0.07
O: -0.07 -2.29 0.35
S: 0.19 -3.17 -0.88
C: -1.22 -4.32 -0.95
C: -0.61 -5.70 -1.11
C: 0.55 -5.75 -0.11
C: 1.36 -4.48 -0.35
H: -1.88 -4.04 -1.77
H: -1.74 -4.21 0.01
H: -0.23 -5.83 -2.13
H: -1.35 -6.49 -0.93
H: 1.16 -6.64 -0.26
H: 0.16 -5.78 0.91
H: 2.06 -4.60 -1.17
H: 1.88 -4.12 0.53
N: -0.21 -0.28 3.43
N: 0.03 1.00 2.80
H: -0.69 -0.17 4.32
H: 0.68 -0.72 3.63
H: 0.80 1.51 3.21
H: -0.80 1.56 2.92

Its spin multiplicity is 5. Its frontier orbital gap (alpha / beta) is 7.3 / 6.5 eV. The charge is +2.

***

# CH4NOP

2 unconnected molecules or ions with the total composition CH4NOP (the ωB97M-V functional and the def2-TZVPD basis, the Open Molecules 2025 dataset).

CARTESIAN COORDINATES (ANGSTROEM)
C: 0.25 -0.05 1.01
N: -0.51 0.97 0.75
O: -0.18 2.12 0.45
P: 0.30 -0.29 -1.64
H: -0.26 -0.96 1.29
H: 1.31 0.04 1.20
H: -1.08 -0.14 -1.69
H: 0.17 -1.67 -1.38

Its frontier orbital gap (alpha / beta) is 9.3 / 6.5 eV. The calculation puts the relative energy (zero: lowest compared OMol25 entry of this formula, charge and spin) at 529.5 kJ/mol. The charge is 0.

***

# C2CeO3

A molecular structure, C2CeO3 (the ωB97M-V functional and the def2-TZVPD basis, the Open Molecules 2025 dataset).

CARTESIAN COORDINATES (ANGSTROEM)
O: 2.42 -0.47 -0.44
C: 3.29 -1.18 -0.55
O: -1.46 1.04 0.83
C: -2.36 0.18 0.63
O: -2.38 -0.74 -0.16
Ce: 0.50 1.17 -0.31

Its spin multiplicity is 3. Its frontier orbital gap (alpha / beta) is 5.0 / 11.0 eV. The calculation puts the relative energy (zero: lowest compared OMol25 entry of this formula, charge and spin) at 75.6 kJ/mol. The charge is +2.

***

# C30H51N2O2P2V

A molecular structure, C30H51N2O2P2V (the ωB97M-V functional and the def2-TZVPD basis, the Open Molecules 2025 dataset).

CARTESIAN COORDINATES (ANGSTROEM)
C: 2.33 -1.26 -0.63
C: 1.26 0.59 -1.59
C: 3.24 -1.31 -1.68
C: 2.06 0.51 -2.72
C: 3.09 -0.44 -2.75
H: 4.03 -2.07 -1.64
H: 1.88 1.19 -3.55
H: 3.75 -0.49 -3.62
N: 1.41 -0.29 -0.57
P: 0.63 -2.41 1.27
P: 0.00 2.33 0.29
C: 2.31 -2.30 0.48
H: 2.58 -3.30 0.08
H: 3.06 -2.06 1.25
C: 0.09 1.51 -1.44
H: 0.11 2.31 -2.19
C: -1.63 3.32 0.35
C: 1.48 3.48 0.37
C: -0.41 -3.50 0.11
C: 0.91 -3.23 2.94
C: -2.71 2.47 1.04
H: -2.45 2.25 2.08
H: -3.65 3.05 1.03
H: -2.89 1.52 0.52
C: -1.47 4.61 1.16
H: -1.12 4.41 2.17
H: -0.81 5.34 0.68
H: -2.47 5.08 1.23
C: -2.10 3.64 -1.08
H: -3.03 4.23 -1.01
H: -1.38 4.24 -1.65
H: -2.33 2.72 -1.63
C: 1.57 3.99 1.83
H: 1.26 3.22 2.55
H: 2.62 4.23 2.05
H: 0.98 4.90 1.99
C: 2.78 2.72 0.06
H: 2.97 1.91 0.77
H: 2.80 2.32 -0.96
H: 3.61 3.44 0.15
C: 1.33 4.62 -0.65
H: 0.74 4.35 -1.54
H: 0.90 5.53 -0.20
H: 2.33 4.89 -1.02
C: -0.47 -3.46 3.59
H: -0.30 -3.92 4.58
H: -1.01 -2.52 3.74
H: -1.10 -4.14 3.01
C: 1.71 -2.28 3.85
H: 2.69 -2.02 3.42
H: 1.16 -1.36 4.08
H: 1.89 -2.81 4.79
C: 1.70 -4.54 2.81
H: 2.56 -4.44 2.13
H: 2.10 -4.79 3.81
H: 1.09 -5.38 2.49
C: -0.07 -3.17 -1.35
H: 0.96 -3.45 -1.61
H: -0.74 -3.73 -2.01
H: -0.20 -2.10 -1.55
C: -1.90 -3.17 0.37
H: -2.17 -2.20 -0.05
H: -2.52 -3.95 -0.10
H: -2.14 -3.15 1.44
C: -0.16 -5.00 0.32
H: 0.91 -5.25 0.22
H: -0.53 -5.36 1.29
H: -0.70 -5.55 -0.46
V: -0.07 -0.09 1.00
C: 1.38 0.44 2.07
O: 2.28 0.73 2.79
N: -1.45 -0.15 -0.46
C: -1.28 0.51 -1.51
C: -2.07 0.39 -2.84
C: -1.62 1.41 -3.87
C: -1.77 -0.99 -3.43
C: -3.58 0.52 -2.53
H: -1.79 2.44 -3.53
H: -0.56 1.28 -4.11
H: -2.20 1.28 -4.80
H: -2.08 -1.79 -2.74
H: -2.30 -1.15 -4.38
H: -0.70 -1.10 -3.62
H: -4.09 1.15 -3.26
H: -4.05 -0.47 -2.52
H: -3.74 0.96 -1.54
O: -1.63 0.12 3.59
C: -1.10 0.00 2.54

Its spin multiplicity is 4. Its frontier orbital gap (alpha / beta) is 7.6 / 6.6 eV. The calculation puts the relative energy (zero: lowest compared OMol25 entry of this formula, charge and spin) at 0.0 kJ/mol. The charge is +1.

***

F_max across the listed records, respectively: 0.0766 0.0622 0.1056 0.0488 0.0139 0.0270 0.1327 0.1399 Eh/bohr.